(1)
This record from the OMol25 dataset describes a single C5H7F molecule. The level of theory is ωB97M-V/def2-TZVPD.

Its lowest unoccupied orbital energy is 1.1 eV. As for the relative energy (zero: lowest compared OMol25 entry of this formula, charge and spin): 250.19 kJ/mol. The charge is 0. Its total energy is -294.4583 a.u. The HOMO-LUMO gap is 0.3882 hartree.

Structure (XYZ):
```
13
C5H7F, DFT ωB97M-V/def2-TZVPD
C -0.887 -2.506 -0.698
C -0.300 -1.551 -0.357
C 0.422 -0.449 0.250
C 0.656 0.828 -0.570
C -0.732 0.182 1.523
F -0.668 -0.773 2.441
H -1.673 -3.253 -0.947
H 1.325 -0.816 0.836
H -0.108 1.074 -1.358
H 0.622 1.665 0.068
H 1.534 0.847 -1.166
H -0.277 1.068 1.860
H -1.787 0.341 1.225
```

(2)
This record from the OMol25 dataset describes a single C5H12NO molecule. The level of theory is ωB97M-V/def2-TZVPD.

Its lowest unoccupied orbital energy (spin up / spin down) is 0.7 / 0.5 eV. As for the relative energy (zero: lowest compared OMol25 entry of this formula, charge and spin): 264.19 kJ/mol. The charge is 0. Its total energy is -327.5265 a.u. As for the expectation value of S²: 0.751. The HOMO-LUMO gap (spin up / spin down) is 0.1541 / 0.3841 hartree. As for the spin multiplicity: 2.

Structure (XYZ):
```
19
C5H12NO, DFT ωB97M-V/def2-TZVPD
C -0.768 1.743 0.374
O -2.036 1.709 1.030
C -0.271 0.253 0.237
C 0.967 0.203 -0.690
C 1.320 -1.263 -0.838
C 0.768 -1.934 -1.854
N -0.135 -0.329 1.600
H -0.815 2.236 -0.614
H -0.265 2.214 1.218
H -2.786 1.372 0.541
H -1.073 -0.271 -0.297
H 1.751 0.784 -0.183
H 0.735 0.737 -1.615
H 1.925 -1.811 -0.124
H 0.106 -1.313 -2.479
H 1.066 -2.922 -2.167
H -0.735 -1.198 1.617
H 0.857 -0.483 1.953
H -0.613 0.273 2.291
```

(3)
This record from the OMol25 dataset describes H4O2Rb as an isolated structure. The level of theory is ωB97M-V/def2-TZVPD.

Its lowest unoccupied orbital energy is -3.8 eV. As for the relative energy (zero: lowest compared OMol25 entry of this formula, charge and spin): 27.38 kJ/mol. The charge is +1. Its total energy is -176.7753 a.u. The HOMO-LUMO gap is 0.4516 hartree.

Structure (XYZ):
```
7
H4O2Rb, DFT ωB97M-V/def2-TZVPD
Rb 0.504 -0.447 1.805
O -1.738 0.356 0.492
H -2.470 0.697 1.015
H -1.912 -0.530 0.131
O 1.736 -0.055 -0.756
H 1.259 -0.087 -1.574
H 2.621 0.065 -1.113
```

(4)
This record from the OMol25 dataset describes a 2-piece molecular cluster, C5H14S overall. The level of theory is ωB97M-V/def2-TZVPD.

Its lowest unoccupied orbital energy is 1.0 eV. As for the relative energy (zero: lowest compared OMol25 entry of this formula, charge and spin): 157.75 kJ/mol. The charge is 0. Its total energy is -597.0172 a.u. The HOMO-LUMO gap is 0.3434 hartree.

Structure (XYZ):
```
20
C5H14S, DFT ωB97M-V/def2-TZVPD
C 1.484 -1.048 2.029
C 0.011 -1.483 1.685
S -0.009 -2.652 0.193
C -1.503 -2.180 -0.810
H 1.899 -0.235 1.461
H 2.109 -1.899 2.006
H 1.396 -0.802 3.007
H -0.479 -2.254 2.196
H -0.669 -0.646 1.690
H -1.486 -2.520 -1.907
H -2.427 -2.520 -0.399
H -1.552 -1.037 -0.949
C -0.039 1.791 -0.865
C 0.342 3.045 -1.641
H 0.346 0.923 -1.400
H 0.394 1.864 0.127
H -1.113 1.777 -0.614
H -0.149 3.933 -1.246
H 0.064 2.754 -2.695
H 1.382 3.190 -1.868
```

(5)
This record from the OMol25 dataset describes a single C3H3N3O molecule. The level of theory is ωB97M-V/def2-TZVPD.

Its lowest unoccupied orbital energy is -0.3 eV. As for the relative energy (zero: lowest compared OMol25 entry of this formula, charge and spin): 384.88 kJ/mol. The charge is 0. Its total energy is -355.4933 a.u. The HOMO-LUMO gap is 0.3628 hartree.

Structure (XYZ):
```
10
C3H3N3O, DFT ωB97M-V/def2-TZVPD
O 0.701 2.024 -1.294
C 0.918 0.857 -0.947
N 0.273 0.206 -0.012
C 0.497 -1.186 -0.097
C -0.449 -1.750 0.813
N -1.254 -0.597 1.193
N -1.035 0.448 0.576
H 1.681 0.163 -1.239
H 1.634 -1.371 -0.506
H -0.605 -2.908 1.186
```

(6)
This record from the OMol25 dataset describes a single C4H4O molecule. The level of theory is ωB97M-V/def2-TZVPD.

Its lowest unoccupied orbital energy is -1.0 eV. As for the relative energy (zero: lowest compared OMol25 entry of this formula, charge and spin): 318.81 kJ/mol. The charge is 0. Its total energy is -229.9065 a.u. The HOMO-LUMO gap is 0.3503 hartree.

Structure (XYZ):
```
9
C4H4O, DFT ωB97M-V/def2-TZVPD
C -1.121 0.188 -0.017
C 0.232 -0.281 -0.509
C 0.393 -0.809 -1.695
C 1.407 -0.090 0.398
O 1.316 0.546 1.421
H -1.024 1.211 0.356
H -1.444 -0.453 0.809
H -1.871 0.154 -0.810
H 2.352 -0.564 0.086
```

(7)
This record from the OMol25 dataset describes C53H43Br4CaINO3PTe as an isolated structure. The level of theory is ωB97M-V/def2-TZVPD.

Its lowest unoccupied orbital energy (spin up / spin down) is 1.7 / 0.9 eV. As for the relative energy (zero: lowest compared OMol25 entry of this formula, charge and spin): 150.30 kJ/mol. The charge is -1. Its total energy is -14206.7906 a.u. As for the expectation value of S²: 0.762. The HOMO-LUMO gap (spin up / spin down) is 0.2107 / 0.1814 hartree. As for the spin multiplicity: 2.

Structure (XYZ):
```
108
C53H43Br4CaINO3PTe, DFT ωB97M-V/def2-TZVPD
Ca -0.521 -0.100 0.364
I 1.944 -0.057 -3.534
C 0.522 0.821 -4.836
C -0.054 0.011 -5.780
C -0.806 0.566 -6.823
C -0.843 1.921 -6.985
C -0.231 2.773 -6.042
C -0.131 4.160 -6.275
C 0.552 4.961 -5.404
C 0.971 4.446 -4.171
C 0.779 3.124 -3.842
P 0.724 2.618 -2.059
C 2.096 3.628 -1.395
C 3.321 3.687 -2.053
C 4.387 4.360 -1.484
C 4.244 4.970 -0.248
C 3.036 4.887 0.427
C 1.968 4.214 -0.137
C -0.710 3.686 -1.564
C -1.741 2.995 -0.938
C -2.884 3.646 -0.512
C -3.017 5.005 -0.720
C -1.992 5.709 -1.330
C -0.841 5.061 -1.741
C 0.349 2.226 -4.860
H 0.086 -1.056 -5.734
H -1.294 -0.089 -7.527
H -1.312 2.363 -7.852
H -0.571 4.559 -7.179
H 0.714 6.006 -5.629
H 1.452 5.108 -3.466
H 3.438 3.197 -3.011
H 5.333 4.406 -2.004
H 5.076 5.499 0.192
H 2.929 5.347 1.399
H 1.030 4.136 0.398
H -1.639 1.930 -0.773
H -3.671 3.088 -0.029
H -3.913 5.518 -0.403
H -2.090 6.775 -1.484
H -0.053 5.646 -2.187
Br -1.359 -6.829 0.619
C -0.999 -5.069 0.029
C -1.028 -4.772 -1.321
Br -1.473 -6.098 -2.598
C -0.726 -3.477 -1.730
Br -0.754 -3.036 -3.570
C -0.373 -2.460 -0.849
O -0.079 -1.267 -1.237
C -0.374 -2.763 0.562
O -0.090 -1.838 1.406
C -0.696 -4.063 0.943
Br -0.704 -4.424 2.807
C -9.265 -4.039 -3.821
C -8.228 -3.191 -3.144
C -8.284 -2.927 -1.786
C -7.283 -2.199 -1.152
C -7.378 -1.969 0.331
C -6.197 -1.709 -1.877
Te -4.308 -0.979 -0.834
N -2.730 0.023 0.374
C -2.584 0.841 1.356
O -1.436 1.279 1.673
C -3.745 1.364 2.153
C -4.913 0.637 2.343
C -5.961 1.173 3.074
C -5.844 2.435 3.634
C -4.665 3.149 3.486
C -3.622 2.616 2.751
C -4.354 0.826 -1.966
C -5.421 1.708 -1.812
C -6.544 1.410 -0.871
C -5.437 2.891 -2.538
C -4.425 3.211 -3.429
C -4.451 4.498 -4.197
C -3.368 2.327 -3.565
C -3.311 1.145 -2.835
C -2.128 0.259 -3.033
C -6.149 -1.957 -3.252
C -4.994 -1.490 -4.084
C -7.160 -2.683 -3.865
H -10.063 -4.310 -3.133
H -8.809 -4.957 -4.192
H -9.700 -3.517 -4.672
H -9.106 -3.321 -1.201
H -8.258 -2.458 0.745
H -7.437 -0.904 0.557
H -6.493 -2.374 0.827
H -4.992 -0.360 1.923
H -6.871 0.603 3.213
H -6.669 2.863 4.186
H -4.558 4.120 3.952
H -2.697 3.161 2.629
H -6.141 1.084 0.091
H -7.168 0.611 -1.274
H -7.164 2.293 -0.716
H -6.251 3.588 -2.395
H -5.442 4.944 -4.166
H -4.166 4.336 -5.236
H -3.739 5.197 -3.759
H -2.557 2.566 -4.240
H -1.208 0.840 -2.945
H -2.143 -0.188 -4.028
H -2.090 -0.528 -2.282
H -4.056 -1.819 -3.633
H -4.979 -0.402 -4.152
H -5.053 -1.898 -5.092
H -7.098 -2.886 -4.926
```

(8)
This record from the OMol25 dataset describes a single C5H15N3 molecule. The level of theory is ωB97M-V/def2-TZVPD.

Its lowest unoccupied orbital energy is 1.1 eV. As for the relative energy (zero: lowest compared OMol25 entry of this formula, charge and spin): 256.35 kJ/mol. The charge is 0. Its total energy is -363.6895 a.u. The HOMO-LUMO gap is 0.3285 hartree.

Structure (XYZ):
```
23
C5H15N3, DFT ωB97M-V/def2-TZVPD
C 0.130 0.280 1.947
C 0.035 0.641 0.465
C -1.166 0.130 -0.346
C -1.562 -1.336 -0.240
N -2.189 0.994 0.320
N 1.429 0.173 -0.247
C 1.618 -1.032 -1.031
N 1.974 1.314 -0.950
H -0.410 1.011 2.556
H 1.172 0.305 2.281
H -0.257 -0.714 2.184
H 0.120 1.730 0.377
H -1.068 0.448 -1.386
H -1.107 -1.895 -1.064
H -1.255 -1.806 0.696
H -2.647 -1.465 -0.323
H -2.444 0.700 1.258
H -2.069 1.987 0.137
H 2.688 -1.191 -1.245
H 1.260 -1.909 -0.485
H 1.099 -0.998 -2.001
H 1.654 1.371 -1.921
H 2.996 1.261 -0.984
```

(9)
This record from the OMol25 dataset describes a single C3H3I3 molecule. The level of theory is ωB97M-V/def2-TZVPD.

Its lowest unoccupied orbital energy (spin up / spin down) is -2.1 / -1.8 eV. As for the relative energy (zero: lowest compared OMol25 entry of this formula, charge and spin): 626.78 kJ/mol. The charge is 0. Its total energy is -1008.9212 a.u. The HOMO-LUMO gap (spin up / spin down) is 0.1947 / 0.2171 hartree.

Structure (XYZ):
```
9
C3H3I3, DFT ωB97M-V/def2-TZVPD
C -0.498 1.699 -0.263
C 2.194 3.031 -1.981
C 0.080 0.374 0.104
I -2.670 1.859 -0.431
I 2.964 2.349 -0.137
I 0.266 2.351 -2.223
H -0.286 -0.430 -0.605
H -0.243 0.106 1.078
H 1.080 0.480 0.022
```

(10)
This record from the OMol25 dataset describes C32H35BClMoN9S as an isolated structure. The level of theory is ωB97M-V/def2-TZVPD.

Its lowest unoccupied orbital energy (spin up / spin down) is -6.8 / -6.3 eV. The charge is +2. Its total energy is -2684.3382 a.u. As for the expectation value of S²: 2.101. The HOMO-LUMO gap (spin up / spin down) is 0.2466 / 0.2653 hartree. As for the spin multiplicity: 3.

Structure (XYZ):
```
80
C32H35BClMoN9S, DFT ωB97M-V/def2-TZVPD
Mo -0.554 -0.401 -0.094
C -2.693 -1.108 2.979
C -1.401 -0.363 3.022
C -0.822 0.123 4.186
C 0.303 0.835 3.797
C 1.262 1.578 4.657
N 0.382 0.764 2.463
N -0.636 0.000 1.964
B 1.279 1.574 1.506
N 0.354 2.351 0.545
N -0.490 1.741 -0.348
C -1.123 2.729 -1.014
C -2.159 2.594 -2.081
C -0.677 3.958 -0.544
C 0.253 3.684 0.444
C 1.024 4.655 1.268
N 2.151 0.633 0.668
N 1.585 -0.305 -0.140
C 2.598 -0.923 -0.788
C 2.474 -2.070 -1.735
C 3.803 -0.366 -0.379
C 3.485 0.619 0.546
C 4.406 1.519 1.290
H -2.642 -1.961 3.649
H -3.498 -0.467 3.344
H -2.941 -1.477 1.991
H -1.191 -0.003 5.190
H 1.035 1.383 5.701
H 2.289 1.274 4.453
H 1.198 2.653 4.485
H 1.957 2.326 2.118
H -2.372 1.572 -2.349
H -3.082 3.071 -1.749
H -1.828 3.121 -2.976
H -0.999 4.928 -0.883
H 0.744 5.667 0.986
H 0.822 4.521 2.330
H 2.097 4.540 1.113
H 1.645 -1.955 -2.429
H 3.391 -2.144 -2.315
H 2.359 -3.010 -1.190
H 4.786 -0.651 -0.716
H 5.435 1.282 1.030
H 4.221 2.566 1.046
H 4.290 1.401 2.368
N -2.073 -0.799 -4.008
C -0.845 -0.428 -4.529
C -0.375 -0.327 -5.833
C 0.911 0.145 -5.990
C 1.699 0.519 -4.890
C 1.236 0.411 -3.596
C -0.052 -0.095 -3.419
N -0.796 -0.304 -2.270
C -1.998 -0.696 -2.668
C -3.079 -0.680 -1.704
C -4.422 -0.673 -1.914
S -5.237 -0.180 -0.498
C -3.745 -0.021 0.305
N -2.698 -0.336 -0.413
H -2.874 -1.098 -4.540
H -0.991 -0.589 -6.683
H 1.316 0.247 -6.987
H 2.692 0.908 -5.068
H 1.835 0.729 -2.753
H -4.959 -0.888 -2.824
H -3.689 0.323 1.327
Cl 0.094 -4.704 4.844
C -0.098 -4.068 3.267
C -1.261 -4.340 2.545
C -1.445 -3.768 1.309
C -0.451 -2.974 0.699
C -0.618 -2.511 -0.690
C 0.753 -2.804 1.416
C 0.909 -3.303 2.695
H -2.011 -4.996 2.966
H -2.357 -3.985 0.762
H -1.539 -2.895 -1.131
H 0.207 -2.808 -1.330
H 1.608 -2.333 0.962
H 1.832 -3.134 3.235
```

(11)
This record from the OMol25 dataset describes a single H3O3PS molecule. The level of theory is ωB97M-V/def2-TZVPD.

Its lowest unoccupied orbital energy is 0.1 eV. As for the relative energy (zero: lowest compared OMol25 entry of this formula, charge and spin): 89.67 kJ/mol. The charge is 0. Its total energy is -967.1400 a.u. The HOMO-LUMO gap is 0.3412 hartree.

Structure (XYZ):
```
8
H3O3PS, DFT ωB97M-V/def2-TZVPD
O -0.744 1.277 0.677
P 0.192 0.079 0.264
O -0.594 -0.420 -1.102
O -0.291 -0.998 1.267
S 2.284 0.068 -0.205
H -0.821 2.109 0.122
H 0.102 -0.308 -1.758
H -0.128 -1.807 0.736
```

(12)
This record from the OMol25 dataset describes C4H8BiO as an isolated structure. The level of theory is ωB97M-V/def2-TZVPD.

Its lowest unoccupied orbital energy (spin up / spin down) is -13.1 / -12.9 eV. As for the relative energy (zero: lowest compared OMol25 entry of this formula, charge and spin): 0.29 kJ/mol. The charge is +2. Its total energy is -446.2318 a.u. As for the expectation value of S²: 0.752. The HOMO-LUMO gap (spin up / spin down) is 0.1900 / 0.1972 hartree. As for the spin multiplicity: 2.

Structure (XYZ):
```
14
C4H8BiO, DFT ωB97M-V/def2-TZVPD
H 1.140 1.224 -0.602
C -0.120 0.583 1.299
C -1.099 -0.562 1.213
C 0.163 -0.627 0.412
C 0.146 -0.442 -1.074
O 0.952 0.698 -1.445
Bi 1.379 1.437 -3.330
H 0.449 0.699 2.222
H -0.449 1.490 0.788
H -2.029 -0.389 0.670
H -1.183 -1.224 2.075
H 0.944 -1.298 0.777
H -0.880 -0.274 -1.432
H 0.586 -1.316 -1.573
```